[1]
C26H28CrN5O | the ωB97M-V functional and the def2-TZVPD basis

The calculation puts the gap between HOMO and LUMO (alpha / beta) at 4.1 / 3.5 eV. For the energy relative to the best compared isomer or geometry (same formula, charge and spin), the calculation gives 0.0 kJ/mol. Its spin multiplicity is 6. The HOMO energy (alpha / beta) is -13.24 / -13.24 eV. The net charge is +2. Its calculated total energy is -65314.4037 eV. Its expectation value of S² is 8.781.

Geometry as XYZ:
```
61
C26H28CrN5O (the ωB97M-V functional and the def2-TZVPD basis)
Cr 0.640 -1.998 2.806
C -1.312 -0.580 0.043
O -0.554 -1.164 1.108
H -2.327 -0.197 0.157
H -1.344 -1.199 -0.854
H -0.784 0.308 -0.306
N 2.026 2.560 -1.533
C 0.976 2.219 -2.363
C 1.102 1.975 -3.709
C 2.356 2.090 -4.225
C 3.462 2.455 -3.437
C 3.223 2.554 -2.110
H 0.031 2.072 -1.860
H 0.290 1.602 -4.314
H 2.516 1.982 -5.287
H 4.436 2.657 -3.859
H 3.927 2.857 -1.350
N -6.213 -1.944 0.236
C -5.226 -1.637 -0.753
C -5.571 -0.896 -1.853
C -6.884 -0.434 -1.921
C -7.886 -0.727 -0.923
C -7.474 -1.490 0.152
H -4.198 -1.831 -0.484
H -4.845 -0.574 -2.584
H -7.259 0.274 -2.645
H -8.878 -0.353 -1.129
H -8.065 -1.773 1.010
N -0.246 -0.253 4.135
C 0.403 0.404 5.131
C -0.159 1.218 6.133
C -1.553 1.290 6.087
C -2.296 0.626 5.086
C -1.603 -0.121 4.120
H 1.476 0.438 5.249
H 0.470 1.720 6.854
H -1.990 1.969 6.804
H -3.356 0.812 4.991
H -2.122 -0.625 3.318
N 2.465 -0.648 2.202
C 3.782 -0.863 2.092
C 4.652 0.025 1.464
C 4.249 1.263 1.075
C 2.970 1.657 1.391
C 2.090 0.635 1.894
H 4.053 -1.904 2.190
H 5.692 -0.264 1.455
H 4.955 1.954 0.639
H 2.523 2.569 1.024
H 1.099 0.940 2.199
N 3.181 -0.913 -2.118
C 1.786 -1.011 -2.157
C 1.047 -1.899 -2.937
C 1.845 -2.686 -3.735
C 3.248 -2.696 -3.690
C 3.855 -1.699 -2.953
H 1.311 -0.280 -1.520
H -0.019 -2.061 -2.985
H 1.319 -3.440 -4.302
H 3.793 -3.482 -4.192
H 4.912 -1.480 -2.956
```

In elementary charge units, the Mulliken charges are: number 1, Cr, carries 0.9796; number 2, C, carries -0.4261; number 3, O, carries -0.1006; number 4, H, carries 0.3735; number 5, H, carries 0.2558; number 6, H, carries 0.1400; number 7, N, carries -0.3315; number 8, C, carries -0.4724; number 9, C, carries -0.6086; number 10, C, carries -0.0639; number 11, C, carries -0.9190; number 12, C, carries 0.1481; number 13, H, carries 0.5042; number 14, H, carries 0.4207; number 15, H, carries 0.4151; number 16, H, carries 0.4195; number 17, H, carries 0.4925; number 18, N, carries -0.5547; number 19, C, carries -0.2625; number 20, C, carries -0.3873; number 21, C, carries -0.1153; number 22, C, carries -0.3752; number 23, C, carries -0.1923; number 24, H, carries 0.4302; number 25, H, carries 0.3329; number 26, H, carries 0.3414; number 27, H, carries 0.3796; number 28, H, carries 0.4099; number 29, N, carries 0.1252; number 30, C, carries -0.0617; number 31, C, carries -0.6614; number 32, C, carries -0.1353; number 33, C, carries -0.7830; number 34, C, carries -0.0694; number 35, H, carries 0.3451; number 36, H, carries 0.4338; number 37, H, carries 0.3956; number 38, H, carries 0.3958; number 39, H, carries 0.4151; number 40, N, carries 0.2912; number 41, C, carries -0.5713; number 42, C, carries -0.6529; number 43, C, carries 0.0810; number 44, C, carries -0.8944; number 45, C, carries -0.1960; number 46, H, carries 0.3786; number 47, H, carries 0.4327; number 48, H, carries 0.4836; number 49, H, carries 0.4272; number 50, H, carries 0.5942; number 51, N, carries -0.1606; number 52, C, carries 0.0777; number 53, C, carries -0.7477; number 54, C, carries -0.3398; number 55, C, carries -0.5445; number 56, C, carries -0.3984; number 57, H, carries 0.4961; number 58, H, carries 0.3635; number 59, H, carries 0.3797; number 60, H, carries 0.4293; number 61, H, carries 0.4374

---

[2]
C4H4N2O | the ωB97M-V functional and the def2-TZVPD basis

As for the SMILES: [H]/N=C/N=C=CC=O. The calculation puts the gap between HOMO and LUMO at 9.7 eV. For the energy relative to the best compared isomer or geometry (same formula, charge and spin), the calculation gives 266.9 kJ/mol. The HOMO energy is -9.50 eV. Its calculated total energy is -9237.7218 eV.

Geometry as XYZ:
```
11
C4H4N2O (the ωB97M-V functional and the def2-TZVPD basis)
H 2.002 -2.334 0.358
N 1.393 -1.544 0.176
C 2.054 -0.501 -0.107
N 1.322 0.628 -0.513
C 0.170 0.702 -0.114
C -1.050 0.982 0.266
C -2.321 0.297 -0.057
O -2.551 -0.886 -0.003
H 3.137 -0.396 -0.187
H -1.061 2.027 0.544
H -3.095 1.024 -0.362
```

In elementary charge units, the Mulliken charges are: number 1, H, carries 0.2279; number 2, N, carries -0.5057; number 3, C, carries 0.0402; number 4, N, carries -0.4082; number 5, C, carries 0.6605; number 6, C, carries -0.5784; number 7, C, carries 0.0769; number 8, O, carries -0.4490; number 9, H, carries 0.3616; number 10, H, carries 0.2976; number 11, H, carries 0.2766

---

[3]
C3H5N3O | the ωB97M-V functional and the def2-TZVPD basis

The calculation puts the gap between HOMO and LUMO at 9.1 eV. For the energy relative to the best compared isomer or geometry (same formula, charge and spin), the calculation gives 326.5 kJ/mol. The HOMO energy is -8.49 eV. Its calculated total energy is -9707.1995 eV.

Geometry as XYZ:
```
12
C3H5N3O (the ωB97M-V functional and the def2-TZVPD basis)
N -1.943 -0.645 0.933
C -0.828 -0.096 0.312
N 0.283 -0.854 0.259
C 1.276 -0.161 -0.287
O 2.540 -0.598 -0.576
C 1.236 1.128 -0.616
N -0.752 1.122 -0.195
H -1.842 -1.641 1.080
H -2.836 -0.455 0.503
H 2.813 -1.227 0.093
H 1.630 1.705 -1.434
H -1.578 1.723 -0.070
```

In elementary charge units, the Mulliken charges are: number 1, N, carries -0.4791; number 2, C, carries 0.3445; number 3, N, carries -0.6643; number 4, C, carries 0.6881; number 5, O, carries -0.5001; number 6, C, carries -0.3383; number 7, N, carries -0.4090; number 8, H, carries 0.2740; number 9, H, carries 0.2576; number 10, H, carries 0.3454; number 11, H, carries 0.2850; number 12, H, carries 0.1961